Entry 1:
The following is a quantum chemistry calculation of a molecular structure, C16H18N4O2PtS2Te, from OMol25.

Calculated values
E_LUMO (spin up / spin down), eV: -9.585 / -9.772
Net charge: +2
HOMO energy (spin up / spin down), eV: -14.37 / -14.30
HOMO-LUMO gap (spin up / spin down), eV: 4.79 / 4.53

XYZ file:
```
44
Properties=species:S:1:pos:R:3:lowdin_charge:R:1
Pt 0.549 -0.401 -0.434 0.760
C -1.502 -6.823 3.483 -0.029
C -1.418 -5.373 3.200 -0.237
C -0.821 -4.502 4.119 0.003
C -0.717 -3.155 3.839 -0.041
C -1.215 -2.679 2.638 -0.295
C -1.834 -3.512 1.720 -0.058
C -1.945 -4.856 2.009 -0.005
S -0.780 -1.051 2.121 0.635
O -1.530 -0.687 0.926 -0.412
O -0.601 -0.102 3.161 -0.222
N 0.703 -1.420 1.436 -0.148
C 1.897 -0.932 1.832 -0.417
C 2.416 -0.920 3.132 0.031
C 3.704 -0.458 3.320 -0.008
C 4.437 -0.006 2.229 -0.009
C 3.839 0.000 0.971 -0.098
N 2.614 -0.453 0.785 0.022
H -0.719 -7.142 4.165 0.090
H -1.453 -7.410 2.570 0.090
H -2.462 -7.043 3.955 0.107
H -0.425 -4.887 5.047 0.129
H -0.264 -2.464 4.532 0.117
H -2.229 -3.084 0.813 0.110
H -2.430 -5.523 1.312 0.126
H 1.817 -1.282 3.952 0.114
H 4.134 -0.457 4.311 0.131
H 5.445 0.351 2.362 0.122
H 4.357 0.387 0.102 0.126
Te -0.633 1.675 -1.432 1.265
C 0.209 1.754 -3.328 -0.975
C 1.402 1.203 -3.776 -0.209
C 1.709 1.579 -5.079 -0.118
C 0.746 2.408 -5.628 -0.317
S -0.537 2.730 -4.573 1.024
H 2.013 0.576 -3.148 0.090
H 2.595 1.277 -5.608 0.128
H 0.765 2.852 -6.605 0.097
N 1.229 -2.510 -2.680 -0.024
N 0.205 -2.355 -1.734 -0.117
H 0.922 -2.841 -3.590 0.104
H 2.022 -3.030 -2.325 0.102
H 0.095 -3.137 -1.082 0.111
H -0.681 -2.156 -2.202 0.108
```

=====

Entry 2:
The following is a quantum chemistry calculation of 2 unconnected molecules or ions with the total composition C6H16O, from OMol25.

Calculated values
E_LUMO, eV: 1.024
SMILES string: CC(C)O.CCC
Energy above the lowest of the compared OMol25 structures with the same formula, charge and spin, kJ/mol: 103.9
HOMO energy, eV: -9.85
HOMO-LUMO gap, eV: 10.87

XYZ file:
```
23
Properties=species:S:1:pos:R:3:lowdin_charge:R:1
C 0.846 -0.213 -2.082 -0.059
C -0.518 0.469 -1.961 -0.505
C -1.649 -0.495 -2.316 -0.063
O -0.721 1.029 -0.681 -0.126
H 0.911 -1.056 -1.392 0.069
H 0.995 -0.584 -3.095 0.078
H 1.644 0.489 -1.844 0.080
H -0.551 1.319 -2.655 0.138
H -1.597 -1.390 -1.694 0.077
H -2.614 -0.012 -2.174 0.076
H -1.578 -0.800 -3.359 0.075
H -0.468 0.387 0.140 0.107
C -0.559 0.475 2.759 -0.116
C 0.638 0.579 1.817 -0.345
C 1.370 -0.749 1.644 -0.123
H -1.304 -0.208 2.360 0.070
H -1.020 1.453 2.903 0.075
H -0.254 0.113 3.737 0.070
H 1.344 1.298 2.247 0.104
H 0.418 1.163 0.826 0.108
H 2.241 -0.636 0.999 0.069
H 1.719 -1.136 2.608 0.075
H 0.708 -1.496 1.216 0.065
```

=====

Entry 3:
The following is a quantum chemistry calculation of a molecular structure, C47H53BrKN5O2P2, from OMol25.

Calculated values
E_LUMO, eV: 0.268
Energy above the lowest of the compared OMol25 structures with the same formula, charge and spin, kJ/mol: 48.0
HOMO energy, eV: -6.25
HOMO-LUMO gap, eV: 6.52

XYZ file:
```
111
Properties=species:S:1:pos:R:3:lowdin_charge:R:1
K 17.715 12.231 15.645 0.563
N 17.458 10.468 17.682 -0.064
C 17.318 10.988 19.042 -0.261
C 18.354 12.095 19.300 -0.201
N 18.233 13.188 18.375 -0.192
C 17.043 13.954 18.530 -0.206
C 16.369 14.562 17.281 -0.262
N 15.376 13.651 16.717 -0.025
C 19.447 14.013 18.472 -0.196
C 19.860 14.877 17.315 -0.266
N 20.014 14.159 16.071 0.008
H 17.171 9.485 17.603 0.065
H 18.421 10.416 17.242 0.013
H 17.467 10.248 19.852 0.113
H 16.333 11.341 19.270 0.066
H 19.354 11.635 19.185 0.121
H 18.349 12.511 20.350 0.139
H 17.175 14.813 19.218 0.126
H 16.218 13.402 18.950 0.098
H 17.147 14.839 16.519 0.100
H 15.856 15.478 17.600 0.112
H 14.939 14.017 15.874 0.056
H 14.639 13.462 17.418 0.024
H 20.279 13.450 18.763 0.089
H 19.291 14.688 19.373 0.137
H 20.730 15.480 17.588 0.116
H 19.070 15.606 17.161 0.091
H 20.255 13.169 16.099 0.015
H 20.691 14.601 15.478 0.069
O 12.541 13.735 15.353 -0.316
P 12.347 12.271 15.427 0.674
C 12.814 11.429 16.943 -0.306
P 12.374 12.223 18.503 0.707
O 13.439 13.152 18.986 -0.321
C 12.197 10.827 19.607 -0.229
C 10.959 10.455 20.313 -0.051
C 10.953 9.409 21.201 -0.106
C 12.142 8.753 21.561 -0.080
C 13.332 9.139 20.934 -0.090
C 13.370 10.118 19.956 -0.079
C 10.776 12.976 18.195 -0.306
C 9.627 12.339 17.880 -0.126
C 8.406 13.012 17.673 -0.043
C 8.374 14.397 17.919 -0.049
C 9.562 15.061 18.295 -0.056
C 10.773 14.374 18.371 -0.049
C 10.613 11.811 15.147 -0.279
C 9.974 10.556 15.280 -0.087
C 8.668 10.365 14.839 -0.078
C 8.022 11.406 14.155 -0.100
C 8.575 12.651 14.068 -0.070
C 9.882 12.870 14.597 -0.059
C 13.203 11.400 14.117 -0.237
C 13.515 12.061 12.903 -0.081
C 14.277 11.457 11.917 -0.057
C 14.854 10.150 12.151 -0.067
C 14.582 9.569 13.327 -0.185
C 13.800 10.106 14.330 -0.050
H 13.914 11.341 16.978 0.080
H 12.437 10.422 16.793 0.065
H 10.043 11.046 20.187 0.101
H 10.032 9.003 21.587 0.100
H 12.038 7.828 22.197 0.123
H 14.259 8.601 21.298 0.125
H 14.291 10.345 19.449 0.086
H 9.634 11.295 17.687 0.092
H 7.551 12.490 17.351 0.091
H 7.462 14.880 17.790 0.080
H 9.482 16.082 18.620 0.098
H 11.713 14.847 18.732 0.119
H 10.595 9.681 15.562 0.117
H 8.359 9.374 14.738 0.083
H 6.973 11.173 13.779 0.128
H 8.043 13.491 13.609 0.111
H 10.316 13.830 14.554 0.088
H 13.140 13.114 12.793 0.125
H 14.444 12.011 11.015 0.091
H 15.464 9.721 11.390 0.102
H 14.987 8.593 13.538 0.072
H 13.562 9.507 15.148 0.079
Br 17.681 9.107 14.278 0.776
C 19.570 8.851 13.863 -0.542
C 19.859 7.809 12.999 -0.163
C 21.185 7.471 12.840 -0.121
C 22.213 8.140 13.475 -0.045
C 21.843 9.219 14.333 -0.161
C 22.957 9.795 15.131 -0.038
C 22.651 10.653 16.147 -0.115
C 21.310 10.974 16.383 -0.211
C 20.239 10.478 15.702 -0.125
C 20.511 9.508 14.653 -0.282
H 19.074 7.305 12.460 0.089
H 21.388 6.617 12.073 0.131
H 23.261 7.986 13.241 0.103
H 23.983 9.498 14.989 0.091
H 23.401 10.972 16.795 0.074
H 21.128 11.563 17.285 0.061
C 19.418 13.237 8.941 -0.043
C 18.992 13.461 10.368 -0.242
C 17.651 13.630 10.772 -0.029
C 17.288 13.633 12.110 -0.146
N 18.190 13.400 13.044 0.002
C 19.436 13.140 12.717 -0.145
C 19.876 13.219 11.412 -0.026
H 20.415 12.845 8.802 0.074
H 19.401 14.100 8.369 0.048
H 18.728 12.481 8.448 0.110
H 16.869 13.758 10.025 0.108
H 16.293 13.909 12.517 0.118
H 20.079 12.788 13.549 0.111
H 20.904 12.909 11.294 0.113
```

=====

Entry 4:
The following is a quantum chemistry calculation of 4 unconnected molecules or ions with the total composition C22H46BFN5O8PS, from OMol25.

Calculated values
E_LUMO, eV: -2.613
SMILES string: CC[C@@H](F)c1cc(P(=O)(O)O)c2nsnc2c1B(O)OC.COC[C@@H](C)N.COC[C@@H](C)N.COC[C@@H](C)N
HOMO energy, eV: -9.01
HOMO-LUMO gap, eV: 6.40

XYZ file:
```
85
Properties=species:S:1:pos:R:3:lowdin_charge:R:1
C -6.779 -0.478 7.261 -0.134
C -6.917 -1.474 5.956 -0.190
C -5.742 -2.634 6.113 -0.224
F -6.222 -3.886 5.477 -0.091
C -4.287 -2.187 5.474 0.015
C -4.063 -0.896 4.454 0.071
C -2.539 -0.493 3.897 -0.135
P -2.281 1.054 2.750 0.728
O -3.519 2.054 2.844 -0.403
O -0.874 1.889 3.441 -0.240
O -2.078 0.644 1.068 -0.235
C -1.184 -1.335 4.277 -0.216
N 0.272 -1.156 3.906 -0.310
S 1.300 -2.409 4.638 0.909
N -0.043 -3.194 5.495 -0.301
C -1.421 -2.606 5.285 -0.137
C -2.900 -3.030 5.878 0.098
B -2.934 -4.315 6.923 -0.440
O -3.619 -4.147 8.248 0.019
O -2.299 -5.634 6.683 -0.077
C -1.237 -5.701 7.739 -0.089
H -7.825 0.038 7.411 0.081
H -6.572 -1.080 8.267 0.090
H -5.983 0.369 7.100 0.083
H -7.961 -2.044 6.060 0.133
H -6.898 -0.918 4.926 0.106
H -5.664 -2.837 7.287 0.148
H -4.982 -0.247 4.122 0.103
H -0.727 1.521 4.381 0.083
H -2.716 1.275 0.579 0.091
H -3.078 -3.408 8.683 0.128
H -0.741 -4.616 7.734 0.096
H -0.455 -6.552 7.545 0.113
H -1.731 -5.937 8.800 0.114
C -0.168 5.575 -3.130 -0.109
O -1.101 4.581 -3.530 -0.195
C -0.872 3.290 -2.958 -0.194
C -1.385 3.135 -1.507 -0.436
C -0.504 3.822 -0.467 -0.060
N -2.762 3.629 -1.368 0.038
H 0.837 5.164 -2.990 0.088
H -0.513 6.065 -2.219 0.072
H -0.125 6.333 -3.915 0.086
H -1.427 2.587 -3.588 0.121
H 0.186 3.012 -3.043 0.103
H -1.381 2.063 -1.274 0.105
H -0.652 4.904 -0.435 0.067
H -0.734 3.442 0.535 0.067
H 0.556 3.629 -0.660 0.076
H -3.368 3.090 -1.988 0.073
H -2.788 4.573 -1.766 0.073
C 3.290 -2.229 -3.046 -0.106
O 2.428 -2.233 -1.916 -0.192
C 2.666 -1.171 -0.988 -0.193
C 2.055 0.188 -1.402 -0.421
C 2.830 0.898 -2.510 -0.074
N 0.653 0.043 -1.819 0.052
H 4.297 -1.882 -2.795 0.093
H 2.859 -1.618 -3.840 0.066
H 3.359 -3.252 -3.421 0.088
H 2.186 -1.485 -0.055 0.119
H 3.737 -1.081 -0.770 0.118
H 2.084 0.840 -0.521 0.135
H 2.637 0.476 -3.499 0.062
H 2.543 1.955 -2.556 0.066
H 3.909 0.855 -2.325 0.082
H 0.116 -0.331 -1.035 0.073
H 0.618 -0.708 -2.515 0.077
C 4.953 1.924 -5.847 -0.103
O 4.735 0.539 -5.614 -0.210
C 4.204 -0.172 -6.736 -0.199
C 5.254 -0.555 -7.804 -0.429
C 5.698 0.617 -8.677 -0.076
N 6.442 -1.172 -7.195 0.034
H 4.197 2.354 -6.511 0.093
H 5.954 2.081 -6.250 0.073
H 4.902 2.439 -4.885 0.085
H 3.789 -1.099 -6.325 0.112
H 3.362 0.375 -7.177 0.120
H 4.788 -1.293 -8.469 0.135
H 6.409 1.276 -8.173 0.064
H 6.197 0.248 -9.581 0.078
H 4.840 1.219 -8.994 0.078
H 6.153 -2.019 -6.703 0.071
H 6.756 -0.551 -6.444 0.072
```

=====

Entry 5:
The following is a quantum chemistry calculation of a gas-phase ion, C5H8N (charge +1), from OMol25.

Calculated values
E_LUMO (spin up / spin down), eV: -3.208 / -7.898
2S+1: 3
Energy above the lowest of the compared OMol25 structures with the same formula, charge and spin, kJ/mol: 369.4
Net charge: +1
HOMO energy (spin up / spin down), eV: -11.55 / -16.59
HOMO-LUMO gap (spin up / spin down), eV: 8.34 / 8.69

XYZ file:
```
14
Properties=species:S:1:pos:R:3:lowdin_charge:R:1
C 0.052 -0.934 0.040 0.002
C -1.267 -0.909 0.114 0.068
C 1.391 -1.443 -0.048 0.027
C -2.192 0.346 0.092 -0.004
C 1.815 1.106 -0.093 -0.004
N 1.310 -0.183 -0.080 -0.055
H -1.625 -1.917 -0.028 0.141
H 2.194 -2.286 -0.015 0.173
H -3.181 0.091 0.259 0.052
H -2.127 0.818 -0.838 0.073
H -2.011 1.109 0.946 0.136
H 2.737 1.097 0.535 0.129
H 0.893 1.640 0.276 0.124
H 2.011 1.466 -1.160 0.137
```

=====

Max |F| readings, ordered: 3.0 4.1 4.2 8.1 9.6 eV Å⁻¹